one:
The following is a quantum chemistry calculation of a structure of composition C3H3OP, from the OMol25 dataset.

Element x y z (Å)
C -1.23707 -1.20867 0.05706
C -1.97367 -2.03612 0.57115
C -0.46244 -0.13884 -0.41426
O 2.00375 2.07555 0.30374
P 2.28205 0.67224 0.48103
H -0.68612 0.69337 0.32207
H -0.65005 0.15006 -1.34722
H 0.72357 -0.20759 0.02643

- HOMO-LUMO gap (spin up / spin down) (eV) = 5.68 / 6.41
- lowest unoccupied orbital energy (spin up / spin down) (hartree) = -0.10239 / -0.09835
- E_HOMO (spin up / spin down) (hartree) = -0.311 / -0.334


two:
The following is a quantum chemistry calculation of a cluster of 2 separate species, C3H3OP in total, from the OMol25 dataset.

Element x y z (Å)
C 1.49847 -0.43828 -0.28462
C 0.92481 0.50723 0.43763
C 0.28489 -0.84887 0.28002
O -2.23666 1.16996 0.06356
P -1.06252 -1.75740 0.38393
H 2.33017 -0.61867 -0.99579
H 0.88852 1.42791 0.80200
H -2.62768 0.55811 -0.68674

- HOMO-LUMO gap (spin up / spin down) (eV) = 7.58 / 6.24
- lowest unoccupied orbital energy (spin up / spin down) (hartree) = -0.02647 / -0.05680
- E_HOMO (spin up / spin down) (hartree) = -0.305 / -0.286


three:
The following is a quantum chemistry calculation of the molecule C3H3OP, from the OMol25 dataset.

Element x y z (Å)
C -0.02425 0.46159 1.08049
C 0.68648 -0.12313 -0.89725
C -0.62086 -0.18052 -0.10891
O 1.04242 -0.82819 -1.79810
P 1.65644 1.04878 0.16303
H -0.31874 0.41385 2.10767
H -1.00666 -1.19605 0.04116
H -1.41483 0.40368 -0.58809

- HOMO-LUMO gap (spin up / spin down) (eV) = 7.98 / 7.87
- SMILES string = O=C1CC=P1
- lowest unoccupied orbital energy (spin up / spin down) (hartree) = -0.03780 / -0.04211
- E_HOMO (spin up / spin down) (hartree) = -0.331 / -0.331


Stability check: which of them is least stable? one.


one:
The following is a quantum chemistry calculation of a cluster of 2 separate species, C2H2N2O in total, from the OMol25 dataset.

Element x y z (Å)
C 1.50804 0.03748 -0.07216
C -2.35978 -1.18278 0.01341
N 1.50602 1.17982 -0.08179
N -2.12312 -0.06065 0.10308
O -1.84132 1.06872 0.11967
H -2.47386 -2.17199 0.35548
H 1.81911 2.19156 -0.01705

- HOMO-LUMO gap (eV) = 11.17
- lowest unoccupied orbital energy (hartree) = 0.04190
- E_HOMO (hartree) = -0.369


two:
The following is a quantum chemistry calculation of the molecule C2H2N2O, from the OMol25 dataset.

Element x y z (Å)
O 0.18742 -0.83246 2.34212
C 0.52005 -0.23919 1.34926
C -0.38723 0.43339 0.41489
N -0.62385 0.23582 -0.73748
N -0.99338 0.05764 -1.89941
H 1.57798 -0.11785 1.04476
H -0.28099 0.46265 -2.51415

- HOMO-LUMO gap (eV) = 9.71
- lowest unoccupied orbital energy (hartree) = 0.00289
- E_HOMO (hartree) = -0.354


three:
The following is a quantum chemistry calculation of a cluster of 2 separate species, C2H2N2O in total, from the OMol25 dataset.

Element x y z (Å)
C 1.50980 0.33901 0.25279
C -1.92006 0.22319 -0.04799
N 1.42445 1.37292 0.74679
N -1.20029 -0.70736 -0.14832
O 1.74821 -0.89119 -0.16225
H 1.02453 -1.42178 -0.50885
H -2.58664 1.08522 -0.13216

- HOMO-LUMO gap (eV) = 11.86
- SMILES string = N#CO.C#N
- lowest unoccupied orbital energy (hartree) = 0.02843
- E_HOMO (hartree) = -0.407


Stability check: which of them is least stable? one.


one:
The following is a quantum chemistry calculation of a cluster of 2 separate species, C10H16 in total, from the OMol25 dataset.

Element x y z (Å)
C -2.59203 0.19106 1.07547
C 0.08260 2.88592 0.47774
C -1.17729 2.17911 0.52999
C 1.20487 2.24272 1.05663
C -1.32040 0.98871 1.19982
C 1.06182 1.08747 1.79375
C -0.20053 0.41185 1.85134
H 0.17206 3.82643 -0.02432
H -1.98440 2.54535 -0.10443
H 2.18787 2.67329 0.87878
H 1.98100 0.60593 2.10938
H -2.53451 -0.71175 0.47251
H -3.33522 0.83969 0.60736
H -0.24060 -0.64361 2.11287
H -3.03831 0.02408 2.06320
C 0.26338 -1.96640 -1.47562
C 1.33907 -2.54415 -0.55637
C 0.78669 -0.77521 -2.27581
H 0.10472 -2.73043 -2.23987
H -0.70250 -1.78681 -1.01601
H 0.99167 -3.11563 0.27587
H 1.70624 -0.33593 -1.87518
H 1.97041 -1.75432 -0.14633
H 2.03145 -3.17748 -1.12138
H 1.12952 -1.03511 -3.28718
H 0.11241 0.07521 -2.38221

- HOMO-LUMO gap (spin up / spin down) (eV) = 2.95 / 6.98
- net charge = -1
- expectation value of S² = 0.761
- lowest unoccupied orbital energy (spin up / spin down) (hartree) = 0.13851 / 0.13765
- 2S+1 = 2
- E_HOMO (spin up / spin down) (hartree) = 0.030 / -0.119


two:
The following is a quantum chemistry calculation of a cluster of 2 separate species, C10H16 in total, from the OMol25 dataset.

Element x y z (Å)
C 0.48637 -0.53674 -1.68040
C 1.87181 -1.07630 -1.52464
C 0.21848 0.79747 -0.98452
C -0.48418 1.77849 -1.71933
C 0.67235 1.03733 0.31912
C -0.97875 2.90596 -1.04496
C 0.24055 2.20066 1.00061
C -0.62007 3.06421 0.32858
H 0.23170 -0.58713 -2.74955
H -0.11931 -1.35063 -1.07563
H 1.99740 -2.03896 -2.06133
H -0.56677 1.55494 -2.75351
H 1.27659 0.41461 0.91512
H -1.56091 3.76427 -1.64919
H 0.38463 2.41944 2.04538
H -1.00836 3.83476 0.92274
H 2.22237 -1.09576 -0.41426
H 2.62284 -0.41275 -2.01272
C -1.05346 -1.42396 1.99835
C -0.60931 -2.77941 1.53761
H -1.13863 -1.38503 3.10411
H -0.26641 -0.65479 1.70768
H -2.07238 -1.10089 1.74427
H -1.49702 -3.21000 1.09354
H 0.01415 -2.77599 0.66166
H -0.26366 -3.34379 2.29128

- HOMO-LUMO gap (spin up / spin down) (eV) = 2.86 / 7.27
- net charge = -1
- expectation value of S² = 0.759
- lowest unoccupied orbital energy (spin up / spin down) (hartree) = 0.14077 / 0.13454
- 2S+1 = 2
- E_HOMO (spin up / spin down) (hartree) = 0.036 / -0.133


three:
The following is a quantum chemistry calculation of a cluster of 2 separate species, C10H16 in total, from the OMol25 dataset.

Element x y z (Å)
C 0.16325 0.32411 -2.76813
C -1.29049 -1.75679 0.10691
C -0.68387 -1.46101 -1.06422
C -2.11026 -0.78459 0.76659
C -0.61300 -0.12280 -1.53127
C -2.06412 0.61046 0.34911
C -1.57444 0.75469 -0.97329
H -1.37529 -2.82909 0.54918
H -0.01294 -2.10598 -1.62357
H -2.43812 -0.95677 1.79697
H -2.53677 1.41636 1.12700
H -0.21045 -0.29874 -3.52658
H 1.20504 0.27640 -2.36520
H -1.57666 1.82421 -1.32545
H 0.13645 1.36120 -2.96151
C 2.71952 0.89442 1.43574
C 2.03927 0.54155 2.84008
C 1.84690 0.45356 0.25182
H 2.51825 2.09283 1.45407
H 3.55019 0.23675 1.47550
H 2.26923 -0.51444 2.82966
H 1.90919 0.83656 -0.86334
H 1.58788 -0.61127 0.10423
H 0.72783 0.81031 0.58061
H 2.68689 1.07177 3.62040
H 0.96280 0.66829 2.64798

- HOMO-LUMO gap (spin up / spin down) (eV) = 2.99 / 7.10
- net charge = -1
- expectation value of S² = 0.762
- lowest unoccupied orbital energy (spin up / spin down) (hartree) = 0.13919 / 0.13466
- 2S+1 = 2
- E_HOMO (spin up / spin down) (hartree) = 0.029 / -0.126


Stability check: which of them is least stable? three.


one:
The following is a quantum chemistry calculation of the molecule C3H8OS2, from the OMol25 dataset.

Element x y z (Å)
C -0.23663 -0.28783 -1.35851
C 0.50769 -0.23145 1.21196
C -0.71760 0.16300 0.04583
O 1.67217 0.45640 0.93626
S -2.20856 -0.88937 0.54678
S -1.06467 1.90778 -0.11789
H -0.75556 0.06196 -2.16293
H 0.73002 -0.01737 -1.41612
H -0.29861 -1.41305 -1.43633
H 0.25887 0.21997 2.17833
H 0.66080 -1.34756 1.22045
H 2.20420 -0.02123 0.34884
H -2.99124 0.21475 0.76755
H -0.62508 2.43857 1.10654

- HOMO-LUMO gap (eV) = 9.73
- SMILES string = CC(S)(S)CO
- lowest unoccupied orbital energy (hartree) = 0.02433
- E_HOMO (hartree) = -0.333


two:
The following is a quantum chemistry calculation of a cluster of 2 separate species, C3H8OS2 in total, from the OMol25 dataset.

Element x y z (Å)
C 1.92814 0.45629 -1.85746
C -1.30363 -0.72052 2.10071
C 1.09986 0.64323 -0.61448
O -2.45706 -0.21100 -0.35481
S 1.94354 0.65918 0.77402
S -1.83555 -1.47288 0.56264
H 1.91198 -0.60748 -2.23438
H 2.88119 0.93431 -1.68686
H 1.36508 1.10788 -2.61548
H -1.35774 -1.56296 2.76061
H -2.12166 -0.09338 2.43312
H -0.37181 -0.22014 2.15203
H 0.04956 0.79432 -0.63074
H -1.73190 0.29314 -0.78891

- HOMO-LUMO gap (eV) = 8.26
- SMILES string = CC=S.CSO
- lowest unoccupied orbital energy (hartree) = -0.01776
- E_HOMO (hartree) = -0.321


Stability check: which of them is least stable? two.